(1)
This record from the Open Molecules 2025 dataset describes an isolated molecule of C4H7NO2 in a non-equilibrium geometry. The level of theory is ωB97M-V with the def2-TZVPD basis set.

SMILES: C/C(=N\O)[C@H]1CO1
Kohn-Sham gap, eV: 10.6192

Geometry as XYZ:
```
14
C4H7NO2 ωB97M-V with the def2-TZVPD basis set
C 1.10 1.53 0.25
C 0.25 0.31 0.10
N 0.54 -0.89 0.44
O 1.75 -1.13 1.02
C -0.96 0.17 -0.76
C -1.69 -1.02 -0.42
O -2.31 0.39 -0.47
H 1.59 1.76 -0.70
H 0.49 2.39 0.53
H 1.87 1.36 1.00
H 1.59 -2.01 1.38
H -0.74 0.33 -1.82
H -1.74 -1.83 -1.16
H -1.75 -1.36 0.60
```

Results of the Löwdin charge analysis, in e, for atoms 1 through 4:
1 C -0.01
2 C -0.27
3 N 0.00
4 O -0.02



(2)
This record from the Open Molecules 2025 dataset describes an isolated molecule of C4H7NO2 in a non-equilibrium geometry. The level of theory is ωB97M-V with the def2-TZVPD basis set.

SMILES: CO/C(N)=C/C=O
Kohn-Sham gap, eV: 9.4890

Geometry as XYZ:
```
14
C4H7NO2 ωB97M-V with the def2-TZVPD basis set
C -2.52 -0.88 -0.56
O -1.64 0.20 -0.43
C -0.34 -0.09 -0.10
N 0.15 -1.07 -0.90
C 0.34 0.88 0.54
C 1.83 0.67 0.48
O 2.67 0.83 1.36
H -3.03 -1.04 -1.75
H -3.45 -0.60 0.16
H -1.86 -1.72 -0.16
H 1.17 -1.25 -0.42
H 0.21 -1.32 -1.86
H -0.23 1.45 1.46
H 2.13 0.33 -0.77
```

Results of the Löwdin charge analysis, in e, for atoms 1 through 4:
1 C -0.14
2 O -0.14
3 C -0.48
4 N 0.11



(3)
This record from the Open Molecules 2025 dataset describes an isolated molecule of C4H7NO2 in a non-equilibrium geometry. The level of theory is ωB97M-V with the def2-TZVPD basis set.

SMILES: [H]/N=C(\C)OCC=O
Kohn-Sham gap, eV: 9.3956

Geometry as XYZ:
```
14
C4H7NO2 ωB97M-V with the def2-TZVPD basis set
H -0.53 -0.84 -2.42
N -0.07 -0.91 -1.52
C -0.34 0.02 -0.72
C -1.33 1.15 -0.86
O -0.60 -0.51 0.93
C 0.53 -0.90 1.52
C 1.74 -0.04 0.91
O 2.89 -0.02 1.09
H -0.91 2.07 -0.47
H -2.22 0.91 -0.29
H -1.62 1.28 -1.91
H 0.58 -0.66 2.59
H 0.83 -1.93 1.26
H 1.05 0.37 -0.10
```

Results of the Löwdin charge analysis, in e, for atoms 1 through 4:
1 H 0.07
2 N 0.14
3 C -0.38
4 C -0.03



(4)
This record from the Open Molecules 2025 dataset describes an isolated molecule of C4H7NO2. The level of theory is ωB97M-V with the def2-TZVPD basis set.

SMILES: C[C@H]1CNC(=O)O1
Kohn-Sham gap, eV: 10.7554

Geometry as XYZ:
```
14
C4H7NO2 ωB97M-V with the def2-TZVPD basis set
C -1.52 -0.94 0.06
C -0.35 -0.26 -0.64
C -0.01 1.14 -0.07
N 1.24 0.87 0.59
C 1.76 -0.36 0.27
O 2.84 -0.80 0.57
O 0.84 -1.04 -0.46
H -1.24 -1.21 1.08
H -1.81 -1.86 -0.47
H -2.39 -0.28 0.09
H -0.53 -0.20 -1.71
H -0.77 1.49 0.63
H 0.09 1.88 -0.87
H 1.86 1.58 0.94
```

Results of the Löwdin charge analysis, in e, for atoms 1 through 4:
1 C -0.04
2 C -0.32
3 C -0.12
4 N 0.09



(5)
This record from the Open Molecules 2025 dataset describes an isolated molecule of C4H7NO2. The level of theory is ωB97M-V with the def2-TZVPD basis set.

SMILES: C/C(=N\O)[C@H]1CO1
Kohn-Sham gap, eV: 10.8169

Geometry as XYZ:
```
14
C4H7NO2 ωB97M-V with the def2-TZVPD basis set
C 1.55 -0.86 -0.11
C 0.18 -0.30 0.12
N -0.42 -0.34 1.25
O 0.36 -0.94 2.22
C -0.56 0.35 -1.00
C -1.57 1.37 -0.74
O -0.29 1.73 -1.25
H 1.60 -1.91 0.21
H 1.85 -0.78 -1.15
H 2.28 -0.32 0.51
H -0.20 -0.92 3.00
H -0.62 -0.22 -1.93
H -2.42 1.48 -1.41
H -1.73 1.67 0.30
```

Results of the Löwdin charge analysis, in e, for atoms 1 through 4:
1 C -0.02
2 C -0.29
3 N 0.05
4 O -0.05



(6)
This record from the Open Molecules 2025 dataset describes an isolated molecule of C4H7NO2. The level of theory is ωB97M-V with the def2-TZVPD basis set.

Kohn-Sham gap, eV: 8.1385

Geometry as XYZ:
```
14
C4H7NO2 ωB97M-V with the def2-TZVPD basis set
O 0.69 1.75 -0.78
C 1.24 -0.22 -0.75
C 0.12 -0.49 0.03
C -0.84 -1.53 0.39
N 0.07 -0.93 1.39
C -0.58 1.10 -0.27
O -1.04 1.56 0.78
H 1.04 2.19 0.01
H 1.22 -0.30 -1.83
H 2.22 -0.05 -0.29
H -0.64 -2.57 0.15
H -1.89 -1.24 0.43
H -0.43 -0.21 1.91
H -1.19 0.95 -1.18
```

Results of the Löwdin charge analysis, in e, for atoms 1 through 4:
1 O -0.06
2 C 0.20
3 C -0.45
4 C -0.08



(7)
This record from the Open Molecules 2025 dataset describes an isolated molecule of C4H7NO2. The level of theory is ωB97M-V with the def2-TZVPD basis set.

SMILES: O=C1CNC[C@@H]1O
Kohn-Sham gap, eV: 9.7245

Geometry as XYZ:
```
14
C4H7NO2 ωB97M-V with the def2-TZVPD basis set
O -2.19 -0.06 -0.37
C -1.05 0.31 -0.22
C -0.08 0.80 -1.29
N 0.96 -0.14 -0.97
C 1.09 -0.45 0.46
C -0.26 0.01 1.05
O -0.94 -0.94 1.81
H -0.59 0.68 -2.25
H 0.14 1.88 -1.17
H 1.67 -0.47 -1.59
H 1.94 0.05 0.94
H 1.17 -1.53 0.63
H -0.12 0.94 1.63
H -1.77 -1.10 1.33
```

Results of the Löwdin charge analysis, in e, for atoms 1 through 4:
1 O 0.11
2 C -0.32
3 C -0.13
4 N -0.06



(8)
This record from the Open Molecules 2025 dataset describes an isolated molecule of C4H7NO2. The level of theory is ωB97M-V with the def2-TZVPD basis set.

SMILES: O[C@@H]1CN=COC1
Kohn-Sham gap, eV: 10.6919

Geometry as XYZ:
```
14
C4H7NO2 ωB97M-V with the def2-TZVPD basis set
O -0.30 1.36 1.25
C 0.61 0.58 0.50
C 0.36 0.70 -1.00
N -0.82 -0.03 -1.44
C -1.26 -0.96 -0.70
O -0.78 -1.42 0.47
C 0.48 -0.89 0.89
H -1.03 1.62 0.68
H 1.62 0.92 0.76
H 1.24 0.34 -1.56
H 0.23 1.76 -1.27
H -2.16 -1.51 -0.98
H 1.28 -1.47 0.42
H 0.52 -1.02 1.97
```

Results of the Löwdin charge analysis, in e, for atoms 1 through 4:
1 O -0.01
2 C -0.36
3 C -0.18
4 N 0.06



(9)
This record from the Open Molecules 2025 dataset describes a structure of composition C4H7NO2. The level of theory is ωB97M-V with the def2-TZVPD basis set.

Kohn-Sham gap (alpha / beta), eV: 8.2421 / 8.2434

Geometry as XYZ:
```
14
C4H7NO2 ωB97M-V with the def2-TZVPD basis set
C 0.62 0.40 -1.75
C 0.09 0.05 -0.41
N 0.76 -0.10 0.67
O 2.14 -0.03 0.62
C -1.34 -0.29 0.09
C -0.97 -0.25 1.54
O -2.37 0.52 0.06
H 1.26 -0.40 -2.14
H -0.21 0.58 -2.44
H 1.23 1.31 -1.69
H 2.41 -0.07 1.55
H -1.51 -1.34 -0.24
H -1.15 -1.07 2.24
H -0.98 0.75 1.95
```

Results of the Löwdin charge analysis, in e, for atoms 1 through 4:
1 C 0.00
2 C -0.21
3 N -0.02
4 O 0.02



(10)
This record from the Open Molecules 2025 dataset describes a structure of composition C4H7NO2. The level of theory is ωB97M-V with the def2-TZVPD basis set.

Kohn-Sham gap, eV: 7.3264

Geometry as XYZ:
```
14
C4H7NO2 ωB97M-V with the def2-TZVPD basis set
N 1.76 0.80 1.68
C 0.72 0.34 1.02
O -0.44 0.87 1.10
C 0.47 -0.85 0.18
C -1.01 -0.40 0.26
C -1.43 0.14 -1.55
O -0.97 -0.69 -2.38
H 1.67 1.60 2.28
H 2.66 0.34 1.61
H 0.81 -1.79 0.64
H 0.78 -0.80 -0.87
H -1.54 -0.94 1.06
H -0.90 1.12 -1.42
H -2.53 0.30 -1.48
```

Results of the Löwdin charge analysis, in e, for atoms 1 through 4:
1 N 0.24
2 C -0.41
3 O 0.07
4 C -0.07



The records above yield energy above the lowest of the compared OMol25 structures with the same formula, charge and spin values of 456.1 484.4 425.9 5.0 343.7 514.9 160.2 137.9 612.9 469.3 kJ/mol, respectively.